One molecule with the formula C23H28FN3O5S at a distorted geometry. Source: the OMol25 dataset; level of theory: the ωB97M-V functional and the def2-TZVPD basis.

Structure (ORCA input):
```
! RIJCOSX wB97M-V def2-TZVPD def2/J DEFGRID3
* xyz 0 1
C -6.057 -2.349 -1.399
O -5.291 -1.222 -1.052
C -4.461 -1.306 0.021
C -4.337 -2.414 0.850
C -3.463 -2.366 1.925
C -2.702 -1.240 2.171
C -2.813 -0.128 1.339
C -1.964 1.083 1.622
N -1.921 2.015 0.520
C -2.045 3.339 0.718
O -2.207 3.832 1.818
C -2.028 4.219 -0.532
C -1.073 3.794 -1.648
N 0.267 3.544 -1.161
C 0.769 2.299 -1.063
O 0.147 1.314 -1.423
C 2.158 2.183 -0.452
C 1.983 1.477 0.902
C 3.330 1.056 1.489
N 4.108 0.276 0.561
S 3.942 -1.377 0.591
O 3.923 -1.758 1.972
O 4.956 -1.904 -0.273
C 2.340 -1.792 -0.118
C 1.235 -1.873 0.710
C -0.010 -2.137 0.167
C -0.109 -2.313 -1.203
F -1.316 -2.569 -1.737
C 0.995 -2.263 -2.039
C 2.234 -2.000 -1.480
C 4.334 0.914 -0.711
C 3.032 1.340 -1.390
C -3.697 -0.167 0.279
H -6.757 -2.621 -0.602
H -5.421 -3.208 -1.636
H -6.619 -2.063 -2.287
H -4.911 -3.310 0.677
H -3.374 -3.227 2.571
H -2.023 -1.215 3.011
H -2.364 1.633 2.481
H -0.947 0.754 1.878
H -1.646 1.634 -0.374
H -3.047 4.243 -0.927
H -1.787 5.228 -0.192
H -1.033 4.583 -2.406
H -1.407 2.872 -2.129
H 0.773 4.325 -0.775
H 2.609 3.169 -0.303
H 1.470 2.141 1.602
H 1.361 0.595 0.742
H 3.915 1.942 1.760
H 3.196 0.441 2.379
H 1.369 -1.744 1.772
H -0.897 -2.199 0.778
H 0.875 -2.422 -3.098
H 3.127 -1.966 -2.084
H 4.970 1.791 -0.539
H 4.883 0.202 -1.327
H 3.262 1.912 -2.290
H 2.456 0.461 -1.683
H -3.824 0.682 -0.374
*
```

Computed properties:
- LUMO level (eV) = 0.48
- Kohn-Sham gap (eV) = 9.13
- ΔE to the lowest compared entry with this formula, charge and spin (kJ/mol) = 43.7
- molecular weight (g mol⁻¹) = 477.6
- structure (SMILES) = COc1cccc(CNC(=O)CCNC(=O)C2CCN(S(=O)(=O)c3ccc(F)cc3)CC2)c1
- E_HOMO (eV) = -8.65